1.
One molecule with the formula C8H8N2 in a non-equilibrium geometry, computed with ωB97M-V/def2-TZVPD.

Summary:
- Charge: 0
- ΔE to the lowest compared entry with this formula, charge and spin: 3.582 eV
- SMILES: C=C(C)C(C)=C(C#N)C#N
- Kohn-Sham gap: 9.06 eV
- E: -419.054056 Eh

```
18
Properties=species:S:1:pos:R:3:forces:R:3
C -0.543 -1.568 1.052 -0.48 -3.69 -0.05
C -0.769 -0.580 0.222 -1.36 -0.09 -0.75
C -1.888 -0.660 -0.827 -0.02 2.85 2.72
C 0.195 0.534 0.131 -0.42 -0.75 0.17
C -0.330 1.936 0.171 0.46 0.74 -2.97
C 1.497 0.157 0.014 -1.62 1.12 0.33
C 2.564 1.043 0.090 0.61 1.10 -0.15
N 3.488 1.711 0.128 0.80 0.74 0.12
C 1.950 -1.137 -0.243 -0.07 -2.01 -0.42
N 2.316 -2.187 -0.535 0.15 0.08 0.09
H -1.002 -2.643 0.992 0.04 2.45 0.02
H 0.307 -1.646 1.672 0.84 0.54 0.82
H -2.931 -0.438 -0.541 0.59 0.28 0.53
H -1.933 -1.605 -1.167 0.20 -3.14 -1.72
H -1.582 0.082 -1.500 -0.08 0.61 -1.88
H -0.407 2.422 -0.935 0.26 -1.30 2.38
H -1.314 2.034 0.594 -0.25 -0.22 0.30
H 0.382 2.544 0.683 0.37 0.69 0.45
```
Forces are in eV/Å.

2.
C30H50BrN3P2SV as an isolated structure in a non-equilibrium geometry, computed with ωB97M-V/def2-TZVPD.

Summary:
- Charge: +4
- ΔE to the lowest compared entry with this formula, charge and spin: 0.314 eV
- Multiplicity: 2
- Kohn-Sham gap (spin up / spin down): 2.58 / 2.59 eV
- E: -5934.513034 Eh

```
88
Properties=species:S:1:pos:R:3:forces:R:3
C 1.787 -3.086 -8.239 0.25 -0.46 -0.11
C 1.272 -1.812 -7.965 -0.24 -0.35 0.37
C 1.052 -0.934 -9.044 0.28 0.38 -0.03
C 1.422 -1.349 -10.327 -0.32 0.18 0.62
N 1.942 -2.548 -10.558 0.24 -0.42 -0.23
C 2.127 -3.408 -9.558 -0.35 0.57 0.46
C 1.069 -1.393 -6.592 0.63 0.48 -2.13
C 1.132 -0.693 -5.600 -0.10 0.18 -0.52
C 1.137 -0.158 -4.325 -0.18 -1.31 -1.26
C 0.381 -0.912 -3.448 -0.15 -0.49 2.40
C 0.513 -0.532 -2.103 0.68 -0.86 -3.38
C 1.404 0.555 -1.747 -3.41 -1.76 0.79
C 2.185 1.255 -2.632 0.38 0.16 -1.43
C 1.986 0.901 -3.969 0.91 0.42 1.13
V -0.083 0.281 -0.487 4.55 4.31 6.68
P -2.394 0.074 -0.540 -2.59 -0.65 -0.41
H 0.658 0.069 -8.888 0.05 -0.28 -0.01
H 1.983 -3.801 -7.442 -0.11 0.17 -0.16
H 1.296 -0.686 -11.187 0.02 -0.24 0.30
H 2.559 -4.376 -9.799 -0.07 0.16 -0.01
H 2.557 1.369 -4.762 -0.07 0.20 0.03
H -0.183 -1.788 -3.786 0.28 0.42 0.19
H 2.887 2.061 -2.365 -0.52 -0.52 0.07
H -0.101 -1.129 -1.321 0.84 -1.18 -2.07
C -2.997 0.966 0.959 0.78 0.20 0.53
C -4.431 1.503 0.952 -0.31 0.08 -0.13
H -2.291 1.798 1.159 -0.25 -0.22 0.04
H -2.869 0.260 1.803 0.05 0.19 -0.39
H -4.673 1.880 1.954 0.14 -0.09 -0.25
H -4.563 2.333 0.252 0.04 -0.12 0.08
H -5.158 0.725 0.710 0.10 0.16 0.02
C -3.022 0.886 -2.063 0.19 0.45 -0.11
C -3.564 -0.020 -3.164 -0.18 -0.32 -0.25
H -2.155 1.430 -2.466 -0.22 -0.05 0.04
H -3.764 1.646 -1.773 0.19 -0.23 -0.01
H -3.784 0.587 -4.054 0.05 -0.17 0.31
H -2.837 -0.786 -3.467 -0.18 0.15 0.08
H -4.494 -0.520 -2.867 0.28 0.11 -0.10
C -3.110 -1.619 -0.463 0.58 -0.54 -0.08
C -4.603 -1.759 -0.169 -0.47 0.18 0.09
H -2.532 -2.172 0.294 -0.09 0.20 -0.23
H -2.868 -2.093 -1.425 -0.01 0.12 0.13
H -4.901 -2.810 -0.294 0.20 0.30 0.01
H -4.849 -1.476 0.862 0.09 -0.07 -0.21
H -5.234 -1.165 -0.842 0.18 -0.14 0.15
Br 1.831 1.925 0.353 -1.80 -1.07 -0.19
P -0.403 4.768 -2.192 0.39 -1.10 0.41
C -1.971 3.977 -1.760 -0.25 0.11 -0.61
C -3.060 5.015 -1.459 -0.35 0.10 0.19
H -1.792 3.283 -0.916 -0.01 0.26 -0.22
H -2.250 3.392 -2.652 0.06 0.29 0.33
H -4.048 4.562 -1.592 0.16 0.15 0.08
H -2.994 5.398 -0.436 0.03 -0.01 -0.19
H -2.986 5.864 -2.150 -0.14 -0.20 0.17
C 0.687 4.769 -0.748 -0.05 0.36 0.08
C 1.615 5.983 -0.719 0.17 0.18 0.03
H 1.254 3.828 -0.850 -0.26 0.59 -0.17
H 0.085 4.683 0.171 0.01 0.15 -0.35
H 2.210 5.981 0.196 -0.02 -0.02 -0.15
H 2.292 5.957 -1.577 0.03 0.13 0.10
H 1.051 6.919 -0.750 0.12 -0.15 0.04
C 0.364 3.854 -3.580 0.23 0.35 -0.32
C 0.237 4.649 -4.899 -0.01 0.03 -0.20
H -0.126 2.869 -3.658 -0.02 0.29 0.10
H 1.424 3.670 -3.345 -0.37 0.34 0.08
H 0.875 4.204 -5.673 -0.20 0.12 0.21
H -0.796 4.644 -5.267 0.24 0.06 0.08
H 0.552 5.692 -4.755 -0.05 -0.33 -0.13
C -1.342 -2.655 2.821 -0.40 0.20 -0.13
N -0.086 -2.151 3.392 0.86 0.20 -1.65
C 0.402 -2.892 4.569 -0.02 -0.19 0.74
C 0.804 -1.522 2.579 0.00 0.35 3.36
S 0.557 -1.513 0.866 -0.35 0.18 -2.12
N 1.930 -0.996 3.100 -1.84 -0.30 -1.00
C 1.959 -0.464 4.463 0.58 0.02 0.84
C 3.002 -0.611 2.211 0.70 0.45 -0.61
H -1.904 -3.141 3.626 0.08 0.16 -0.34
H -1.142 -3.378 2.013 -0.09 0.06 0.35
H -1.950 -1.830 2.416 0.23 -0.27 0.26
H 1.424 -3.255 4.407 -0.24 0.12 -0.02
H 0.367 -2.277 5.479 0.00 -0.25 -0.31
H -0.269 -3.749 4.716 0.35 0.26 -0.05
H 2.459 -1.170 5.145 -0.23 0.28 -0.17
H 2.556 0.459 4.462 -0.24 -0.30 -0.14
H 0.956 -0.234 4.831 0.15 -0.10 -0.19
H 3.188 -1.401 1.472 0.18 0.18 0.33
H 2.742 0.319 1.670 0.37 -0.78 0.61
H 3.899 -0.420 2.805 -0.12 -0.23 -0.17
```
Forces are in eV/Å.

3.
C33H42F15N14O15S5Zn2 as an isolated structure in a non-equilibrium geometry, computed with ωB97M-V/def2-TZVPD.

Summary:
- Charge: -1
- Kohn-Sham gap: 6.85 eV
- E: -10225.463892 Eh

```
126
Properties=species:S:1:pos:R:3:forces:R:3
Zn 1.356 0.181 3.272 0.58 -0.10 0.90
Zn 2.774 1.288 -1.663 0.59 -0.16 -0.42
C 4.803 -2.915 -2.093 1.12 2.06 0.83
F 5.649 -2.248 -2.934 -1.11 -0.63 -0.13
F 3.775 -3.467 -2.705 0.02 -0.97 -1.25
F 5.584 -3.844 -1.527 -0.99 0.09 0.11
S 4.028 -1.631 -0.944 1.59 -0.31 5.12
O 2.830 -2.246 -0.325 1.27 0.25 -1.69
O 5.117 -1.386 0.041 -2.18 -0.87 -2.96
O 3.698 -0.500 -1.814 0.27 -0.86 -0.97
C 5.103 0.565 5.636 -3.67 -1.64 -1.80
F 5.819 1.177 6.495 1.34 0.57 1.46
F 5.395 0.990 4.409 0.44 -0.30 0.12
F 5.286 -0.800 5.687 0.22 1.40 0.12
S 3.211 0.981 5.945 -1.98 2.31 3.85
O 3.051 2.416 5.857 1.93 -0.05 0.04
O 2.319 0.436 4.941 0.38 -2.35 -0.65
O 2.876 0.503 7.312 1.46 -0.49 -2.09
C -1.107 -0.884 -0.525 1.43 4.29 1.34
F -0.629 -2.055 -0.284 -0.77 -1.15 1.07
F -1.091 -0.751 -1.847 -1.14 0.31 -0.15
F -2.328 -0.509 0.062 1.47 -1.80 -1.56
S 0.104 0.536 0.226 0.74 0.88 0.41
O -0.591 1.820 0.309 -0.36 -1.78 -0.09
O 0.557 -0.003 1.509 -1.55 -0.65 -2.35
O 1.195 0.625 -0.750 -1.66 -1.46 0.31
C 4.347 3.157 2.208 0.21 -0.84 -0.39
F 3.708 4.144 1.478 0.42 -1.23 1.43
F 5.642 3.382 2.110 0.92 0.41 -0.82
F 4.133 3.138 3.518 -1.34 0.51 -1.25
S 4.055 1.387 1.428 0.33 -2.77 0.61
O 3.670 1.637 0.003 1.10 0.81 2.35
O 5.276 0.580 1.575 -1.83 2.90 -0.02
O 2.937 0.800 2.208 1.80 1.67 -1.47
C -1.596 3.690 3.467 2.58 -1.47 0.83
F -1.905 3.940 2.169 -0.64 0.45 1.34
F -1.943 4.628 4.361 -0.31 -0.34 -1.56
F -2.197 2.524 3.850 0.03 1.07 -0.64
S 0.371 3.437 3.531 4.09 0.85 3.20
O 0.915 3.915 4.838 -2.71 -0.34 -2.60
O 0.596 1.973 3.482 -1.91 1.77 -0.88
O 0.969 4.195 2.415 -1.83 -1.00 0.13
C 1.487 0.226 -6.143 -0.51 -0.27 0.92
C 1.775 0.625 -4.724 -1.26 -0.84 -4.78
N 2.023 0.911 -3.672 0.52 0.62 3.02
H 1.058 -0.776 -6.117 0.77 -0.48 0.08
H 2.376 0.318 -6.767 -0.12 -0.21 0.18
H 0.633 0.701 -6.627 0.27 1.01 0.46
C 4.464 4.635 -4.072 -0.90 -0.27 0.14
C 4.355 3.348 -3.413 0.74 -5.42 3.08
N 4.346 2.245 -2.940 0.12 5.68 -2.44
H 4.869 4.332 -5.037 -0.01 0.92 -0.24
H 4.971 5.444 -3.547 0.65 -0.62 0.05
H 3.442 5.012 -4.107 -0.17 -0.07 -0.68
C -3.110 0.877 -3.816 0.62 0.93 0.09
C -1.931 1.775 -3.928 0.07 -0.57 0.34
N -1.081 2.544 -4.038 -0.19 -0.28 -0.03
H -3.797 1.415 -4.470 -0.63 -0.62 0.13
H -3.469 0.870 -2.787 -0.08 0.28 -0.10
H -2.935 -0.163 -4.088 0.24 0.26 -0.30
C -4.918 -0.039 2.234 -0.44 -0.13 0.72
C -4.112 -1.241 2.259 1.27 -2.18 0.01
N -3.521 -2.246 2.263 -1.20 1.92 -0.16
H -5.679 -0.121 3.010 -0.23 -0.30 -0.05
H -5.426 -0.018 1.270 0.22 0.65 0.00
H -4.362 0.835 2.573 0.28 0.09 -0.78
C -5.289 -3.338 -1.311 -0.14 2.12 0.79
C -5.025 -4.731 -1.325 1.33 -4.86 -0.86
N -4.715 -5.872 -1.322 -1.20 3.72 0.12
H -5.466 -3.102 -0.262 -0.06 0.30 0.13
H -6.111 -2.898 -1.877 -0.25 -0.88 -0.20
H -4.442 -2.722 -1.614 0.37 -0.41 0.00
C 1.024 -2.997 -3.436 -1.67 -0.70 -0.81
C -0.313 -2.827 -4.114 4.91 -0.42 2.85
N -1.295 -2.746 -4.637 -3.88 0.53 -2.17
H 0.870 -3.490 -2.476 -0.05 0.67 0.31
H 1.547 -2.042 -3.390 0.15 -0.33 0.19
H 1.501 -3.788 -4.014 0.56 0.46 -0.25
C -4.216 -5.350 2.560 0.78 -0.80 0.58
C -4.194 -5.363 4.040 -0.19 0.83 -0.82
N -4.182 -5.377 5.187 0.03 -0.04 0.14
H -4.102 -6.411 2.340 -0.49 -0.03 -0.61
H -3.320 -4.895 2.137 -0.07 0.26 0.30
H -5.093 -4.888 2.106 0.00 -0.25 0.33
C 1.249 -6.891 -1.297 -1.49 1.08 1.63
C 0.030 -6.258 -0.684 3.54 -2.03 -2.66
N -0.860 -5.809 -0.178 -3.18 1.71 1.86
H 1.878 -6.051 -1.594 0.22 -0.43 -0.38
H 0.971 -7.616 -2.062 0.27 0.23 0.08
H 1.645 -7.338 -0.385 0.69 -0.48 -0.49
C -3.576 -1.407 -6.619 -0.77 -0.31 0.75
C -4.518 -2.203 -5.786 1.42 0.01 -0.63
N -5.184 -2.806 -5.079 -0.49 -0.13 0.27
H -4.149 -0.489 -6.753 0.59 0.28 -0.54
H -3.274 -1.896 -7.545 -0.54 0.01 -0.02
H -2.648 -1.256 -6.066 -0.24 0.13 0.17
C -0.293 4.356 -0.863 -0.43 -0.23 -0.14
C 0.932 3.687 -1.259 -0.98 0.37 -0.17
N 1.864 3.137 -1.614 0.20 0.38 -0.17
H -0.544 5.178 -1.534 0.53 0.40 0.33
H -0.208 4.569 0.203 -0.13 0.37 0.01
H -1.142 3.685 -0.995 0.32 -0.39 0.11
C 1.770 -4.006 1.864 0.66 0.02 -0.05
C 2.219 -2.859 2.640 0.26 2.04 0.86
N 2.457 -1.865 3.198 -0.76 -1.97 -1.03
H 1.835 -4.920 2.456 -0.45 0.10 0.07
H 2.439 -4.127 1.013 -0.07 0.20 -0.05
H 0.776 -3.750 1.497 -0.07 -0.41 0.08
C 1.951 6.841 1.014 -0.86 -0.66 0.97
C 1.309 7.194 2.295 -0.78 0.16 2.11
N 0.816 7.520 3.303 1.00 -0.53 -2.31
H 1.823 7.752 0.429 0.82 -0.41 -0.54
H 1.469 5.959 0.590 -0.75 0.40 -0.14
H 2.908 6.346 1.183 0.56 1.11 0.04
C -2.564 -2.051 5.198 0.36 1.15 0.16
C -1.510 -1.296 4.461 1.40 0.54 -1.75
N -0.750 -0.642 3.851 -1.73 -2.01 2.08
H -2.727 -1.355 6.021 -0.51 -0.28 0.35
H -2.335 -3.034 5.612 0.62 0.18 -0.29
H -3.470 -2.163 4.603 0.29 0.20 0.02
C -4.388 3.878 0.444 0.55 -0.22 0.01
C -4.806 3.465 -0.911 -0.23 -0.30 -0.49
N -5.108 3.126 -1.979 0.40 0.43 1.37
H -3.354 3.592 0.638 0.10 0.00 -0.51
H -4.896 3.366 1.261 -0.57 0.08 -0.35
H -4.430 4.958 0.589 -0.25 -0.09 -0.15
```
Forces are in eV/Å.